ORCA calculation (ωB97M-V/def2-TZVPD) on a single C12H16N4O molecule in a non-equilibrium geometry.

Each atom is followed by the atoms it is bonded to, with distances in Å.
Cartesian coordinates (Å):
1 N 2.306 -2.449 -0.077  C2 1.314, H18 1.010, H19 1.025
2 C 1.507 -2.100 -1.060  N1 1.314, N3 1.316, N17 1.272
3 N 0.533 -2.887 -1.465  C2 1.316, C4 1.510
4 C -0.179 -2.249 -2.635  N3 1.510, C5 1.533, H20 1.108, H21 1.056
5 C -0.563 -0.855 -2.128  C4 1.533, C6 1.597, C15 1.514, H22 1.201
6 C -1.518 -0.877 -0.848  C5 1.597, C7 1.506, H23 1.091, H24 1.113
7 C -1.327 0.214 0.173  C6 1.506, C8 1.385, C14 1.402
8 C -2.057 1.383 0.037  C7 1.385, C9 1.397, H25 1.082
9 C -1.949 2.421 0.966  C8 1.397, C10 1.437, H26 1.044
10 C -0.992 2.289 2.029  C9 1.437, C11 1.437, H27 1.087
11 C -0.188 1.099 2.087  C10 1.437, C12 1.507, C14 1.368
12 C 0.751 0.972 3.260  C11 1.507, O13 1.448, H28 1.139, H29 1.038
13 O 1.552 2.174 3.339  C12 1.448, H30 0.939
14 C -0.405 0.064 1.219  C7 1.402, C11 1.368, H31 1.095
15 C 0.793 -0.222 -1.895  C5 1.514, N16 1.386, N17 1.305
16 N 1.074 1.134 -1.937  C15 1.386, H32 1.052, H33 1.045
17 N 1.805 -0.943 -1.496  C2 1.272, C15 1.305
18 H 2.924 -1.667 0.091  N1 1.010
19 H 1.832 -2.982 0.659  N1 1.025
20 H -1.085 -2.856 -2.828  C4 1.108
21 H 0.337 -2.391 -3.545  C4 1.056
22 H -1.204 -0.104 -2.811  C5 1.201
23 H -2.509 -0.831 -1.302  C6 1.091
24 H -1.383 -1.868 -0.360  C6 1.113
25 H -2.835 1.445 -0.713  C8 1.082
26 H -2.421 3.347 1.069  C9 1.044
27 H -0.978 3.032 2.822  C10 1.087
28 H 1.396 0.035 3.194  C12 1.139
29 H 0.222 0.855 4.146  C12 1.038
30 H 1.969 2.382 2.524  O13 0.939
31 H 0.191 -0.849 1.318  C14 1.095
32 H 0.336 1.872 -2.069  N16 1.052
33 H 2.067 1.412 -1.763  N16 1.045

Values from the calculation:
Energy above the lowest of the compared OMol25 structures with the same formula, charge and spin (kcal/mol): 33.29
E (hartree): -761.07872
E_LUMO (eV): 0.57
Multiplicity: 1
Total charge: 0
SMILES: NC1=NC[C@@H](Cc2cccc(CO)c2)C(N)=N1
HOMO-LUMO gap (eV): 8.8
HOMO level (eV): -8.21